No. 1
20
Properties=species:S:1:pos:R:3 method="wB97M-V/def2-TZVPD" lumo_energy_ev=0.90 homo_energy_ev=-8.335 gap_ev=9.23 charge=0 smiles=CC[C@@H](CN)SC
C -0.846 -1.626 0.719
C -0.863 -1.135 -0.771
C 0.205 -0.099 -1.193
C -0.336 1.381 -0.878
N -0.857 1.592 0.396
S 1.918 -0.463 -0.697
C 2.018 0.328 0.929
H -1.214 -0.766 1.281
H -1.586 -2.413 0.875
H 0.110 -1.975 1.135
H -0.804 -1.958 -1.495
H -1.778 -0.621 -0.956
H 0.315 -0.172 -2.268
H 0.531 2.065 -1.076
H -1.073 1.640 -1.591
H -1.640 1.011 0.709
H -0.179 1.785 1.110
H 1.135 -0.025 1.572
H 2.973 0.030 1.389
H 1.971 1.420 0.811

No. 2
15
Properties=species:S:1:pos:R:3 method="wB97M-V/def2-TZVPD" lumo_energy_ev=-0.91 homo_energy_ev=-8.632 gap_ev=7.73 charge=0
C 0.289 -0.304 1.334
C 0.213 1.316 -0.667
C 0.441 -1.288 -0.874
C -0.188 -0.129 -0.134
Se -2.154 -0.373 -0.204
H -0.364 0.115 2.011
H 0.408 -1.504 1.413
H 1.179 0.196 1.389
H -0.005 2.048 0.090
H 1.281 1.401 -0.724
H -0.163 1.705 -1.552
H 0.477 -1.039 -1.913
H 1.544 -1.107 -0.550
H 0.147 -2.249 -0.571
H -3.105 1.211 0.953

No. 3
13
Properties=species:S:1:pos:R:3 method="wB97M-V/def2-TZVPD" lumo_energy_ev=1.05 homo_energy_ev=-9.364 gap_ev=10.42 charge=0 smiles=O[C@H]1C[C@H]2N[C@@H]12
O -1.594 -1.363 0.200
C -0.327 -0.989 -0.248
C -0.221 0.288 -1.148
C 0.748 0.866 -0.125
N -0.010 0.936 1.136
C 0.637 -0.328 0.744
H -1.983 -0.564 0.584
H 0.119 -1.868 -0.721
H -1.156 0.847 -1.248
H 0.208 0.093 -2.133
H 1.605 1.508 -0.298
H 0.582 1.380 1.836
H 1.378 -0.798 1.384

No. 4
75
Properties=species:S:1:pos:R:3 method="wB97M-V/def2-TZVPD" s2=0.7538 lumo_energy_ev="-0.01 / 0.09" homo_energy_ev="-8.451 / -8.534" spin_multiplicity=2 gap_ev="8.44 / 8.63" charge=0
Ti -1.095 -0.273 0.902
O -1.023 2.272 2.001
Cl 0.181 1.529 2.234
O 1.158 2.217 2.967
O 0.696 1.055 0.918
O -0.239 0.263 2.897
C -3.271 3.126 -1.143
C -4.481 2.760 -0.296
C -4.550 3.627 0.951
C -5.766 2.855 -1.106
O -4.369 1.399 0.183
Si -3.731 0.086 -0.520
O -2.079 0.184 -0.515
O -4.099 -1.221 0.385
C -4.385 -1.414 1.774
C -5.697 -0.734 2.144
C -3.219 -0.839 2.575
C -4.474 -2.920 1.971
O -4.312 -0.067 -2.021
C -4.311 -1.196 -2.926
C -5.444 -2.135 -2.535
C -2.965 -1.904 -2.865
C -4.553 -0.604 -4.306
H -3.360 4.161 -1.481
H -3.205 2.489 -2.027
H -2.350 3.027 -0.570
H -4.663 4.677 0.679
H -3.640 3.518 1.541
H -5.403 3.335 1.565
H -5.926 3.882 -1.440
H -6.616 2.551 -0.496
H -5.717 2.206 -1.979
H -5.634 0.345 2.024
H -5.951 -0.966 3.181
H -6.495 -1.107 1.502
H -3.098 0.232 2.375
H -2.315 -1.438 2.351
H -3.350 -0.937 3.653
H -5.303 -3.320 1.388
H -4.640 -3.160 3.022
H -3.556 -3.402 1.634
H -5.272 -2.555 -1.545
H -5.514 -2.952 -3.255
H -6.392 -1.596 -2.529
H -2.789 -2.346 -1.884
H -2.155 -1.207 -3.082
H -2.936 -2.706 -3.605
H -5.503 -0.068 -4.325
H -4.582 -1.391 -5.060
H -3.757 0.095 -4.562
C -1.071 -9.321 0.694
C -0.773 -8.385 -0.485
C 0.421 -8.932 -1.279
C -1.994 -8.372 -1.403
C -0.431 -6.990 0.042
C 0.653 -6.836 0.913
C 1.039 -5.604 1.432
C 0.294 -4.513 1.046
O 0.442 -3.188 1.392
B -0.578 -2.502 0.723
O -1.342 -3.409 -0.026
C -0.778 -4.647 0.191
C -1.168 -5.862 -0.329
H -1.313 -10.321 0.328
H -1.920 -8.954 1.274
H -0.218 -9.408 1.366
H 0.195 -9.929 -1.662
H 1.314 -9.004 -0.658
H 0.652 -8.283 -2.125
H -2.202 -9.387 -1.744
H -1.829 -7.753 -2.287
H -2.883 -8.006 -0.886
H 1.227 -7.706 1.201
H 1.881 -5.510 2.103
H -2.013 -5.915 -0.998

No. 5
15
Properties=species:S:1:pos:R:3 method="wB97M-V/def2-TZVPD" s2=2.0079 lumo_energy_ev="0.68 / -0.36" homo_energy_ev="-5.354 / -8.731" spin_multiplicity=3 gap_ev="6.03 / 8.37" charge=0
C 1.059 -0.240 -0.084
C 1.074 1.258 -0.110
C -0.186 -0.924 0.016
C -1.686 0.794 -0.799
O -0.611 -1.186 1.283
O -2.321 1.126 0.394
Se -0.247 1.974 -1.371
H 1.621 -0.727 -0.992
H 1.552 -0.596 0.830
H 1.023 1.571 0.975
H 1.996 1.818 -0.415
H -0.398 -1.611 -0.757
H -2.340 0.270 -1.379
H -1.153 -2.067 1.075
H -1.679 1.661 0.958

No. 6
70
Properties=species:S:1:pos:R:3 method="wB97M-V/def2-TZVPD" lumo_energy_ev=-0.03 homo_energy_ev=-10.046 gap_ev=10.01 charge=0 smiles=BrCCBr.BrCCBr.BrCCBr.BrCCBr.BrCCBr.BrCCBr.BrCCBr.BrCCBr.CC#N
Br -3.538 2.623 2.230
C -3.226 4.490 1.511
C -3.258 4.400 -0.032
Br -2.993 6.250 -0.804
H -2.404 5.011 2.001
H -4.092 5.041 1.879
H -4.228 4.098 -0.425
H -2.507 3.712 -0.420
Br -2.735 -2.868 2.224
C -3.970 -2.277 0.789
C -5.374 -1.998 1.389
Br -6.702 -1.879 -0.116
H -4.002 -3.041 0.012
H -3.467 -1.430 0.322
H -5.390 -1.109 2.020
H -5.650 -2.745 2.133
Br -3.147 1.128 -4.941
C -1.748 2.268 -4.037
C -1.826 3.621 -4.778
Br -0.818 5.011 -3.825
H -0.783 1.778 -4.173
H -2.019 2.412 -2.992
H -2.866 3.935 -4.868
H -1.262 3.404 -5.685
Br 0.633 -0.216 4.143
C -0.349 1.248 3.224
C -0.120 2.651 3.858
Br 1.750 3.117 3.747
H -1.414 1.049 3.340
H -0.061 1.230 2.173
H -0.460 2.703 4.892
H -0.673 3.419 3.317
Br 3.334 -2.775 -1.497
C 5.018 -1.696 -1.823
C 4.631 -0.604 -2.745
Br 6.272 0.436 -3.024
H 5.813 -2.312 -2.244
H 5.387 -1.386 -0.845
H 3.812 -0.058 -2.277
H 4.290 -1.057 -3.675
Br -0.692 -4.255 -2.191
C -2.434 -5.180 -1.998
C -2.260 -6.725 -1.788
Br -4.008 -7.526 -1.793
H -3.053 -4.980 -2.872
H -3.103 -4.766 -1.244
H -1.835 -6.980 -0.818
H -1.659 -7.235 -2.541
Br 4.000 0.261 2.739
C 4.056 -1.555 3.563
C 3.819 -2.562 2.501
Br 4.178 -4.439 3.070
H 3.354 -1.428 4.388
H 4.997 -1.741 4.080
H 4.424 -2.226 1.659
H 2.859 -2.492 1.988
Br 2.009 0.515 -0.307
C 0.697 -0.890 0.233
C -0.489 -0.863 -0.699
Br -1.612 0.857 -0.546
H 0.373 -0.716 1.259
H 1.239 -1.835 0.201
H -1.113 -1.756 -0.648
H -0.118 -0.798 -1.722
C 4.396 3.071 0.544
C 4.396 4.566 0.622
N 4.451 5.727 0.705
H 5.262 2.736 -0.027
H 3.420 2.884 0.094
H 4.583 2.746 1.567

No. 7
75
Properties=species:S:1:pos:R:3 method="wB97M-V/def2-TZVPD" lumo_energy_ev=-0.99 homo_energy_ev=-7.141 gap_ev=6.15 charge=0
Sc 0.492 1.517 0.754
O -1.085 -1.899 3.278
C -2.374 -1.524 3.336
C -3.214 -2.302 4.135
C -4.542 -1.969 4.285
C -5.069 -0.846 3.647
C -4.246 -0.070 2.862
C -2.894 -0.389 2.680
C -2.059 0.476 1.827
O -0.835 0.133 1.587
N -2.598 1.578 1.340
N -1.664 2.247 0.617
C -1.942 3.370 0.075
C -0.848 4.020 -0.652
C -1.006 5.223 -1.324
C 0.082 5.773 -1.981
C 1.301 5.116 -1.943
C 1.383 3.919 -1.251
N 0.337 3.377 -0.630
H -0.623 -1.261 2.698
H -2.788 -3.162 4.633
H -5.177 -2.584 4.910
H -6.111 -0.585 3.769
H -4.628 0.806 2.357
H -2.922 3.833 0.158
H -1.971 5.711 -1.324
H -0.018 6.710 -2.513
H 2.177 5.521 -2.428
H 2.319 3.377 -1.169
F -2.293 -1.627 -6.511
C -1.661 -1.375 -5.379
C -0.584 -2.151 -4.998
F -0.189 -3.154 -5.766
C 0.063 -1.881 -3.808
F 1.052 -2.700 -3.473
C -0.316 -0.837 -2.971
P 0.629 -0.483 -1.408
C 0.392 -2.062 -0.522
C 1.356 -2.550 0.359
C 1.114 -3.701 1.093
C -0.099 -4.362 0.980
C -1.075 -3.865 0.129
C -0.831 -2.724 -0.620
C 2.315 -0.401 -2.116
C 2.597 0.789 -2.782
C 3.849 1.013 -3.334
C 4.839 0.048 -3.206
C 4.563 -1.139 -2.543
C 3.306 -1.368 -2.005
C -1.423 -0.087 -3.370
Br -2.104 1.297 -2.285
C -2.083 -0.350 -4.557
F -3.140 0.366 -4.928
H 2.292 -2.017 0.476
H 1.871 -4.068 1.773
H -0.292 -5.248 1.569
H -2.031 -4.364 0.045
H -1.606 -2.352 -1.280
H 1.825 1.549 -2.875
H 4.054 1.940 -3.853
H 5.822 0.221 -3.622
H 5.331 -1.894 -2.445
H 3.103 -2.302 -1.503
C 2.433 -0.838 3.209
C 2.143 0.511 2.580
S 2.789 0.692 0.941
C 1.402 1.441 3.234
C 0.776 1.159 4.577
S 0.989 3.021 2.586
H 3.119 -1.407 2.584
H 1.527 -1.431 3.354
H 2.902 -0.716 4.186
H 1.252 0.334 5.101
H -0.281 0.909 4.453
H 0.823 2.051 5.201

No. 8
14
Properties=species:S:1:pos:R:3 method="wB97M-V/def2-TZVPD" lumo_energy_ev=-6.68 homo_energy_ev=-13.734 gap_ev=7.05 charge=+1
C -1.908 -1.783 1.299
C -0.582 -0.483 -1.122
C -1.120 -0.646 1.197
C 0.560 0.906 0.378
C 1.290 0.836 -0.940
N -0.420 -0.147 0.217
N 0.377 0.000 -1.808
O -2.596 -2.648 1.586
O -1.056 -0.511 2.443
H 1.038 0.544 1.273
H 0.148 1.878 0.489
H 1.481 1.840 -1.339
H 2.312 0.199 -0.834
H 0.475 0.014 -2.840

No. 9
153
Properties=species:S:1:pos:R:3 method="wB97M-V/def2-TZVPD" lumo_energy_ev=1.08 homo_energy_ev=-5.243 gap_ev=6.32 charge=-1
C 7.286 1.157 3.056
C 7.390 0.543 1.844
N 6.476 0.917 0.776
C 5.951 -0.242 -0.019
C 6.324 -1.643 0.579
O 7.502 -2.020 0.306
O 5.397 -2.287 1.239
C 4.462 -0.062 -0.183
Cl 3.951 -0.046 -1.858
C 3.505 0.109 0.756
C 2.045 0.298 0.447
Cl 3.864 0.166 2.451
S 7.115 2.092 -0.188
O 7.687 3.123 0.650
O 7.955 1.606 -1.252
F 5.811 2.683 -0.807
H 7.200 0.639 3.994
H 7.215 2.241 3.056
H 8.184 -0.162 1.646
H 6.355 -0.200 -1.025
H 1.740 -0.336 -0.371
H 1.888 1.326 0.112
H 1.431 0.151 1.327
C 9.941 0.624 -3.577
Cl 10.108 1.797 -4.895
Cl 9.851 -1.034 -4.190
H 10.803 0.706 -2.927
H 9.036 0.840 -3.028
C -1.696 -1.617 0.084
Cl -0.884 -0.291 -0.753
Cl -0.638 -2.405 1.264
H -2.555 -1.220 0.600
H -2.005 -2.351 -0.650
C -5.293 -1.466 -2.111
Cl -4.798 -0.717 -0.591
Cl -4.494 -3.023 -2.372
H -6.363 -1.627 -2.085
H -5.028 -0.801 -2.923
C -7.664 1.876 -6.063
Cl -7.067 2.229 -4.434
Cl -7.100 0.316 -6.671
H -8.745 1.862 -6.031
H -7.314 2.651 -6.735
C -3.647 4.063 -4.650
Cl -1.988 4.517 -5.064
Cl -3.779 2.380 -4.132
H -3.993 4.708 -3.850
H -4.268 4.192 -5.530
C 3.340 3.448 4.753
Cl 1.947 2.382 4.550
Cl 4.273 3.623 3.263
H 2.988 4.425 5.054
H 3.988 3.029 5.513
C 1.444 5.044 8.156
Cl 1.707 6.198 6.843
Cl 1.714 3.366 7.664
H 2.127 5.282 8.962
H 0.418 5.139 8.490
C 7.828 -1.613 -7.066
Cl 8.004 -0.436 -8.374
Cl 7.710 -3.270 -7.687
H 8.691 -1.546 -6.418
H 6.923 -1.387 -6.514
C 10.157 -0.422 5.493
Cl 9.840 0.151 3.855
Cl 8.701 -1.084 6.255
H 10.911 -1.200 5.456
H 10.504 0.412 6.090
C -5.589 7.802 -3.618
Cl -3.946 8.222 -4.119
Cl -5.691 6.136 -3.043
H -5.894 8.465 -2.818
H -6.245 7.911 -4.473
C -8.821 -0.478 -10.052
Cl -10.008 -1.265 -9.009
Cl -8.582 1.219 -9.612
H -7.873 -0.991 -9.952
H -9.172 -0.520 -11.075
C -1.434 4.433 -0.813
Cl -1.101 2.791 -0.249
Cl -2.926 5.084 -0.099
H -0.596 5.074 -0.540
H -1.551 4.417 -1.891
C -0.305 8.319 -3.005
Cl 0.067 7.492 -1.494
Cl -0.004 7.311 -4.426
H -1.351 8.601 -3.001
H 0.324 9.199 -3.071
C -10.545 4.264 -9.540
Cl -12.054 3.706 -10.268
Cl -10.823 5.147 -8.031
H -9.932 3.400 -9.321
H -10.045 4.922 -10.240
C 0.359 -1.395 5.408
Cl 2.070 -1.661 5.100
Cl -0.354 -0.204 4.302
H -0.180 -2.328 5.291
H 0.260 -1.026 6.422
C 4.950 -3.845 6.401
Cl 5.127 -3.116 4.805
Cl 3.357 -4.599 6.627
H 5.707 -4.613 6.515
H 5.076 -3.078 7.154
C 0.780 -6.536 8.348
Cl -0.604 -6.880 9.403
Cl 0.389 -5.340 7.116
H 1.591 -6.154 8.956
H 1.077 -7.455 7.857
C -1.825 -10.142 8.137
Cl -1.434 -10.979 9.648
Cl -1.121 -10.951 6.735
H -2.900 -10.123 8.019
H -1.432 -9.135 8.189
C -5.204 -9.271 5.381
Cl -5.074 -8.601 7.015
Cl -4.065 -10.598 5.102
H -6.210 -9.663 5.252
H -4.999 -8.483 4.668
C -11.322 1.262 -3.908
Cl -11.054 2.503 -5.139
Cl -11.332 -0.364 -4.606
H -10.520 1.326 -3.182
H -12.281 1.445 -3.437
C 4.385 -3.627 -6.737
Cl 2.808 -4.253 -7.249
Cl 4.252 -2.567 -5.331
H 5.024 -4.462 -6.482
H 4.815 -3.064 -7.556
C 3.082 5.695 0.064
Cl 1.674 4.781 -0.489
Cl 2.640 6.910 1.274
H 3.787 5.006 0.505
H 3.520 6.194 -0.795
C 4.770 8.248 -2.995
Cl 5.106 6.609 -2.435
Cl 3.333 8.927 -2.214
H 5.620 8.875 -2.758
H 4.603 8.221 -4.065
C 5.816 -6.023 2.979
Cl 6.113 -6.864 4.523
Cl 6.531 -6.905 1.625
H 4.747 -5.957 2.827
H 6.253 -5.033 3.024
C -7.177 -12.559 6.077
Cl -8.546 -12.971 7.113
Cl -7.643 -11.451 4.777
H -6.415 -12.080 6.680
H -6.792 -13.466 5.630
C -11.547 2.597 -0.161
Cl -9.993 2.158 -0.881
Cl -12.249 4.023 -0.932
H -12.231 1.766 -0.284
H -11.392 2.807 0.889

No. 10
19
Properties=species:S:1:pos:R:3 method="wB97M-V/def2-TZVPD" lumo_energy_ev=1.10 homo_energy_ev=-7.800 gap_ev=8.90 charge=0
C -1.882 0.233 0.566
C -1.099 -0.533 -0.471
C -0.142 0.134 -1.391
C 0.572 1.328 -0.981
C 1.496 0.564 0.897
C 1.284 -0.870 0.647
C 0.174 -1.245 -0.250
H -2.647 0.832 0.062
H -2.378 -0.473 1.238
H -1.271 0.906 1.172
H -1.752 -1.206 -1.020
H -0.007 -0.244 -2.397
H 1.186 1.790 -1.770
H 0.067 2.075 -0.376
H 2.508 0.808 1.271
H 0.739 1.069 1.486
H 0.729 -1.446 1.427
H 2.210 -1.406 0.386
H 0.211 -2.317 -0.496